2 unconnected molecules or ions with the total composition C14H17F3NO4S2 in a non-equilibrium geometry, computed with wB97M-V/def2-TZVPD.

Calculated values
* calculated total energy: -1995.3549 hartree
* HOMO-LUMO gap: 5.02 eV
* highest occupied orbital energy: -2.98 eV
* LUMO level: 2.047 eV
* max |F|: 2.5 eV Å⁻¹
* relative energy (zero: lowest compared OMol25 entry of this formula, charge and spin): 0.2 kcal per mole
* net charge: -1
* M: 384.421 Da

The geometry in XYZ format:
```
41
Properties=species:S:1:pos:R:3:forces:R:3
S -1.2174 -1.6108 -0.9528 -1.145 -0.172 0.069
S -3.5956 -3.3345 -0.7820 -0.051 0.437 0.218
F -2.7756 -0.1768 -2.4607 0.591 0.620 0.147
F -1.7490 1.0130 -0.9235 0.017 -1.007 -0.952
F -0.6008 0.2174 -2.6392 -0.957 0.048 0.716
O 2.8430 -0.2045 1.9849 0.527 0.031 -0.041
O -3.0302 -4.4474 -0.0514 -0.333 0.509 -0.507
O -0.8013 1.9806 1.9884 -0.486 0.243 0.753
O -3.7294 -3.3729 -2.2134 0.353 -0.098 0.509
N -2.8458 -1.8732 -0.3503 1.098 -0.537 -1.275
C -6.5670 -2.9069 1.8998 -0.133 0.270 -0.489
C -5.6267 -3.5536 1.0904 0.175 0.395 -0.063
C -6.6857 -1.0701 0.3049 -0.121 -0.368 -0.129
C -1.5355 0.3282 3.5355 -0.060 -0.329 0.405
C -7.0692 -1.6511 1.5211 0.286 -0.270 -0.048
C 2.1158 2.0426 2.0524 -0.023 0.398 0.081
C 1.8635 0.5580 1.9876 -1.622 -1.202 -0.422
C -0.5934 0.8529 2.4658 1.244 -0.498 -1.666
C -3.0416 -1.3763 0.9968 0.045 0.037 0.599
C 0.3882 -1.4659 2.0815 0.008 -0.885 0.502
C -5.1510 -2.8915 -0.0455 -0.613 -0.088 0.117
C -5.7441 -1.7066 -0.4990 -0.069 -0.209 0.186
C 0.5031 -0.0027 1.9895 0.363 2.346 0.862
C -1.6239 -0.0430 -1.7652 0.279 0.175 -0.340
H -5.4286 -1.2852 -1.4520 0.083 0.044 0.307
H 2.4631 2.2988 3.0617 0.019 -0.055 -0.107
H -7.1140 -0.1261 -0.0324 0.077 -0.235 0.203
H 2.9211 2.2875 1.3559 -0.009 -0.061 0.048
H -1.1717 -0.6024 3.9968 -0.185 0.242 -0.195
H -7.7631 -1.1253 2.1749 0.125 -0.140 -0.142
H 1.2614 -1.9317 1.6108 -0.160 0.054 0.115
H -2.7856 -2.1552 1.7268 -0.029 0.420 0.161
H 1.2296 2.6278 1.8228 0.093 -0.027 0.016
H -1.6350 1.0807 4.3268 0.025 -0.003 -0.238
H -2.5317 0.1573 3.1164 0.016 0.037 0.135
H -0.5162 -1.8434 1.5831 0.252 -0.059 0.244
H -2.3768 -0.5101 1.0717 -0.200 -0.249 0.329
H -4.0791 -1.0510 1.1170 0.320 0.014 0.197
H 0.3578 -1.8041 3.1336 0.062 -0.302 -0.179
H -5.2350 -4.5386 1.3426 0.120 0.382 0.092
H -6.8941 -3.3727 2.8271 0.022 0.090 -0.218
```
Forces are in eV/Å.